# 1
Computed, not measured: a molecular structure, C24H28N4O4PS2Y, with ωB97M-V with the def2-TZVPD basis set.

```
64
Properties=species:S:1:pos:R:3
Y 0.53339 -0.25228 -0.28896
O 0.58789 -7.03899 -3.28278
N 0.78482 -7.11864 -2.08745
O 1.00818 -8.12619 -1.46368
C 0.70503 -5.85765 -1.31473
C 0.25894 -5.95335 -0.05079
C 0.09242 -4.77788 0.74576
C -0.35247 -4.82736 2.07974
C -0.47576 -3.66170 2.79022
C -0.16675 -2.45558 2.15895
N 0.24740 -2.38007 0.90200
C 0.38430 -3.52841 0.19523
C 0.87916 -3.43937 -1.15884
N 1.17991 -2.19972 -1.63681
C 1.72234 -2.10373 -2.84496
C 1.98441 -3.20797 -3.65011
C 1.64631 -4.45781 -3.19956
C 1.06624 -4.60178 -1.92110
H 0.02538 -6.92616 0.36139
H -0.58469 -5.78362 2.53140
H -0.80493 -3.65929 3.81917
H -0.25436 -1.51552 2.68885
H 1.96992 -1.10738 -3.19248
H 2.44411 -3.06988 -4.61791
H 1.82426 -5.32581 -3.81483
C 1.97667 4.21710 -5.05674
C 1.64001 3.21612 -4.00025
C 0.84034 2.10357 -4.27232
C 0.54608 1.21278 -3.26695
N 0.99651 1.35088 -2.00449
C 1.74335 2.43860 -1.73062
C 2.08771 3.36659 -2.68743
H 1.87154 3.79806 -6.05498
H 2.99057 4.59375 -4.93127
H 1.29921 5.07076 -4.97965
H 0.44941 1.93517 -5.26670
H -0.07804 0.34854 -3.47222
H 2.07126 2.55466 -0.70407
H 2.70380 4.21117 -2.40920
C -2.69182 0.37508 3.96078
C -1.65604 1.42649 4.28346
C -0.43173 0.89655 4.99294
O -1.26183 2.17682 3.07030
P -0.62188 1.83769 1.69857
S 1.25247 1.05853 1.86007
S -1.78491 0.58297 0.58541
O -0.43205 3.21210 0.98933
C -1.34204 4.39576 0.95835
C -1.11413 5.20942 2.20897
C -2.78245 3.99996 0.72601
H -3.07269 -0.03607 4.89588
H -2.26606 -0.44099 3.37597
H -3.53064 0.79777 3.40940
H -2.10978 2.21653 4.87915
H 0.02088 0.06607 4.44922
H -0.72477 0.53783 5.97965
H 0.31497 1.67850 5.12308
H -0.96137 4.92908 0.08858
H -1.49133 4.69139 3.08982
H -1.64480 6.15703 2.11537
H -0.05496 5.42345 2.34426
H -3.18836 3.44773 1.57393
H -2.89714 3.40858 -0.18110
H -3.37142 4.91013 0.61179
```

The total energy is -71486.416 eV. The relative energy (zero: lowest compared OMol25 entry of this formula, charge and spin) is 0.0000 eV. The HOMO-LUMO gap comes out at 0.303 Ha. Its total charge is +2.

***

# 2
Computed, not measured: a molecular structure, C24H28N7O2Pd, with ωB97M-V with the def2-TZVPD basis set.

```
62
Properties=species:S:1:pos:R:3
Pd 0.02464 0.31577 -0.04557
O 4.15821 0.08697 -1.28333
C 2.99038 0.35153 -1.14750
N 2.29281 0.39598 0.06023
C 2.88450 0.56193 1.25713
C 4.26555 0.74411 1.50193
C 4.74161 1.00608 2.79259
C 3.85999 1.15999 3.84874
C 2.48778 0.98244 3.65630
C 1.97326 0.66558 2.38226
N 0.69500 0.35600 2.17384
C -0.48497 1.03041 2.19240
O -1.57341 0.50505 2.36129
C -0.32635 2.48289 1.76078
C -0.37814 3.58032 2.59353
C -0.17990 4.83149 2.01959
C 0.06390 4.92933 0.65873
C 0.10123 3.77094 -0.10355
N -0.09227 2.57224 0.44169
C 2.11042 0.69036 -2.32459
C 2.69606 0.95921 -3.55224
C 1.88201 1.37222 -4.59674
C 0.51806 1.49795 -4.38003
C 0.00912 1.18073 -3.12974
N 0.79193 0.78496 -2.12525
H 4.94685 0.71169 0.66415
H 5.80309 1.13046 2.95999
H 4.24138 1.42655 4.82573
H 1.79816 1.03681 4.49062
H -0.57805 3.46874 3.65110
H -0.21542 5.71872 2.63787
H 0.21810 5.88902 0.18622
H 0.28580 3.80279 -1.16986
H 3.76636 0.85078 -3.66028
H 2.30562 1.60314 -5.56508
H -0.14795 1.83296 -5.16284
H -1.05231 1.24640 -2.92479
N -3.90399 -4.44103 0.70540
C -2.93769 -3.31338 0.41434
C -3.63483 -2.31899 -0.52053
C -2.69393 -1.31559 -1.20833
N -2.27953 -0.18960 -0.33070
C -1.48076 -2.03430 -1.79778
C -0.71846 -2.87082 -0.77146
N -0.06362 -2.02166 0.25406
C -1.65512 -3.92228 -0.15941
H -4.78433 -4.09960 1.10075
H -3.51495 -5.12077 1.36389
H -4.12975 -4.94711 -0.15473
H -2.74241 -2.84236 1.38005
H -4.40513 -1.77251 0.02991
H -4.14151 -2.87025 -1.31958
H -3.25968 -0.89783 -2.04100
H -2.53769 -0.32861 0.64223
H -2.75909 0.66041 -0.60719
H -0.80156 -1.29921 -2.22892
H -1.80780 -2.68577 -2.61147
H 0.06377 -3.40186 -1.31310
H 0.88369 -2.33510 0.42832
H -0.54929 -2.05619 1.14372
H -1.12195 -4.48103 0.61441
H -1.90743 -4.62711 -0.95820
```

The total energy is -43321.364 eV. The HOMO-LUMO gap (spin up / spin down) comes out at 0.322 / 0.219 Ha. Its expectation value of S² is 6.04. As for the spin multiplicity: 5. Its total charge is +3.

***

# 3
Computed, not measured: a molecular structure, C24H28O7S2W, with ωB97M-V with the def2-TZVPD basis set.

```
62
Properties=species:S:1:pos:R:3
W 0.27420 0.34504 0.28682
O -0.96134 0.70731 -3.33349
C -0.67275 1.15228 -2.28001
O -0.99209 0.48092 -1.09072
C -0.09889 2.53383 -1.98125
C -0.88708 3.11245 -0.78722
C -0.77430 4.61949 -0.71633
C 0.70989 4.80267 -0.34169
C 1.17239 3.37300 -0.12202
O -0.04434 2.65809 0.34876
C 1.37259 2.57918 -1.41435
C 1.76090 1.19697 -0.95114
O 1.51364 0.12083 -1.56401
O 2.17964 1.00208 0.30987
H -0.20164 3.13297 -2.88258
H -1.88451 2.70638 -0.66886
H -1.43407 5.01590 0.05291
H -1.04598 5.07971 -1.66427
H 0.82932 5.39038 0.56505
H 1.29565 5.27942 -1.12613
H 1.96282 3.24596 0.60695
H 2.09040 3.00303 -2.11492
C 3.31367 -0.18685 2.96998
S 2.01657 1.02771 3.02859
C 1.55540 0.92041 4.74059
O 0.80853 0.31315 2.33681
H 2.96103 -1.11726 3.41165
H 4.16523 0.20900 3.52450
H 3.58395 -0.31162 1.92410
H 2.40016 1.27752 5.33011
H 1.31300 -0.11044 4.99194
H 0.70216 1.57693 4.89732
O 0.59415 -1.61162 0.18591
S 0.01925 -2.86134 0.92879
C -0.79535 -3.74994 -0.44478
C 0.14246 -3.83052 -1.60722
C 1.07190 -4.86317 -1.69564
C 1.94279 -4.91452 -2.77221
C 1.88685 -3.93541 -3.75655
C 0.96021 -2.90556 -3.66841
C 0.09047 -2.84982 -2.59246
C -1.37646 -2.22957 1.90484
C -2.15620 -1.10645 1.28030
C -3.18202 -1.36180 0.37386
C -3.97751 -0.33184 -0.10154
C -3.79217 0.97456 0.34713
C -2.79403 1.24383 1.25866
C -1.94436 0.22125 1.70349
H -1.70434 -3.20826 -0.69144
H -1.03370 -4.72612 -0.01711
H 1.10329 -5.63705 -0.93701
H 2.65605 -5.72330 -2.85052
H 2.56081 -3.98343 -4.60107
H 0.90817 -2.14833 -4.43917
H -0.63657 -2.04692 -2.52773
H -0.93176 -1.92817 2.85287
H -1.99760 -3.10951 2.09066
H -3.40893 -2.37716 0.07658
H -4.77706 -0.55043 -0.79663
H -4.45602 1.75774 0.00572
H -2.66659 2.24071 1.66221
H -1.28989 0.41567 2.54149
```

The total energy is -63156.554 eV. The relative energy (zero: lowest compared OMol25 entry of this formula, charge and spin) is 0.0000 eV. The HOMO-LUMO gap (spin up / spin down) comes out at 0.263 / 0.263 Ha. Its total charge is +2.

***

# 4
Computed, not measured: 8 unconnected molecules or ions with the total composition C24H29Cl21F2N2O2S, with ωB97M-V with the def2-TZVPD basis set.

```
81
Properties=species:S:1:pos:R:3
C 3.67616 -2.42999 -1.57254
C 2.29649 -2.35414 -2.35860
C 1.65971 -0.89989 -2.37468
O 2.14276 -0.03927 -1.64593
O 0.60789 -0.47533 -3.20282
C -0.58624 -1.27079 -3.08397
C -1.24602 -1.26963 -1.64661
C -2.22275 -0.08533 -1.35052
C -3.46658 -0.34414 -0.56656
C -3.90134 -1.74357 0.00275
C -4.92102 -2.44646 -0.99143
C -4.76597 -4.00661 -1.13152
F -5.18363 -4.70985 0.02115
C -4.40192 0.82882 -0.23868
C -4.15872 2.21154 -0.64302
C -5.10001 3.40249 -0.27223
C -4.82852 3.85061 1.22692
C -3.30862 4.15276 1.51915
F -5.63364 4.97332 1.56298
C -2.92454 2.53279 -1.45299
N -2.49558 3.74165 -1.92988
S -1.04745 3.47376 -2.72730
N -0.92170 1.82107 -2.46105
C -2.00963 1.34562 -1.76015
H 3.64745 -1.81987 -0.63147
H 3.89056 -3.48408 -1.22833
H 4.50886 -2.01033 -2.19952
H 1.65482 -3.15204 -1.88231
H 2.49688 -2.70411 -3.41563
H -0.34136 -2.34370 -3.35974
H -1.34888 -0.91594 -3.82531
H -1.86863 -2.20938 -1.58476
H -0.51491 -1.32827 -0.79760
H -2.95922 -2.34329 0.17165
H -4.37226 -1.63360 1.01665
H -4.71147 -2.01787 -2.01784
H -5.99481 -2.23070 -0.74535
H -3.71026 -4.31324 -1.38649
H -5.40185 -4.36413 -1.99550
H -5.31311 0.61518 0.37950
H -4.92159 4.32381 -0.89338
H -6.16776 3.10569 -0.44282
H -5.12908 3.02727 1.93266
H -3.25391 5.13411 2.05414
H -2.68747 4.24185 0.59055
H -2.82701 3.35872 2.15168
Cl 7.15924 -0.23428 -0.14749
C 5.80830 0.42085 0.78841
Cl 4.34208 0.46607 -0.19361
Cl 5.54102 -0.53821 2.25191
H 6.06250 1.43470 1.08792
Cl 2.04606 2.28585 5.25019
C 3.69643 2.62412 4.72422
Cl 4.82610 1.46313 5.43619
Cl 3.80588 2.60158 2.95911
H 3.96522 3.61821 5.06998
Cl -1.55840 -5.58737 -3.17883
C -1.01065 -5.83240 -1.51898
Cl -0.28114 -4.35828 -0.88971
Cl -2.34958 -6.31110 -0.48802
H -0.26322 -6.61961 -1.51891
Cl 0.15264 -4.16580 -7.88067
C 0.69973 -3.39144 -6.38961
Cl 0.04010 -4.22907 -4.97577
Cl 2.46606 -3.35048 -6.32138
H 0.33449 -2.36873 -6.38206
Cl 1.48464 5.35868 3.78148
C 0.16122 6.04608 4.73113
Cl -1.31092 6.14589 3.76145
Cl -0.12081 5.09268 6.19286
H 0.44198 7.05106 5.02937
Cl 3.03691 -4.55954 4.59573
C 3.23799 -3.26945 3.40369
Cl 2.72386 -3.81697 1.80216
Cl 2.33747 -1.82894 3.88610
H 4.29145 -3.01266 3.35356
Cl 6.67413 2.81109 2.83308
C 7.31814 4.31102 3.50901
Cl 8.70982 4.87230 2.57534
Cl 6.06220 5.55571 3.56255
H 7.64611 4.11314 4.52474
```

The total energy is -311671.017 eV. As for the structure (SMILES): CCC(=O)OCCc1c(CCCF)cc(C[C@@H](C)F)c2nsnc12.ClC(Cl)Cl.ClC(Cl)Cl.ClC(Cl)Cl.ClC(Cl)Cl.ClC(Cl)Cl.ClC(Cl)Cl.ClC(Cl)Cl. The HOMO-LUMO gap comes out at 0.282 Ha. Its total charge is 0.